Entry 1:
{
  "formula": "C31H34FeN4O4S2",
  "method": "ωB97M-V/def2-TZVPD",
  "species": ["Fe", "C", "C", "O", "N", "C", "C", "C", "C", "C", "C", "N", "H", "H", "H", "H", "H", "H", "H", "H", "H", "H", "C", "N", "C", "C", "C", "C", "C", "C", "C", "C", "H", "H", "H", "H", "H", "H", "H", "H", "H", "H", "H", "H", "C", "C", "C", "C", "C", "C", "C", "S", "O", "O", "O", "H", "H", "H", "H", "H", "H", "H", "S", "C", "N", "C", "C", "C", "C", "C", "C", "H", "H", "H", "H", "H"],
  "positions_angstrom": [[-0.0982, -0.5857, -0.8686], [-4.0622, -0.1612, -0.6300], [-2.9814, -1.1967, -0.7262], [-2.1316, -1.1673, -1.6252], [-3.0362, -2.1983, 0.1723], [-2.0893, -3.2935, 0.0806], [-0.8348, -3.1670, 0.9089], [-0.6683, -3.9664, 2.0266], [0.5283, -3.9269, 2.7229], [1.5321, -3.1061, 2.2533], [1.2773, -2.3173, 1.1442], [0.1145, -2.3150, 0.4890], [-3.9125, 0.5944, -1.3959], [-4.0284, 0.2972, 0.3556], [-5.0385, -0.6302, -0.7568], [-3.3562, -1.9096, 1.0936], [-1.8027, -3.3602, -0.9667], [-2.6000, -4.2197, 0.3451], [-1.4715, -4.6221, 2.3352], [0.6755, -4.5423, 3.6008], [2.4941, -3.0468, 2.7423], [2.0336, -1.6563, 0.7587], [-0.9624, 0.5530, -3.5784], [-0.2730, 0.9424, -2.3430], [-0.9376, 2.1242, -1.7769], [1.1390, 1.2511, -2.6630], [1.8777, 1.3948, -1.3680], [2.8813, 2.3369, -1.1913], [3.4768, 2.4824, 0.0539], [3.0065, 1.7166, 1.1111], [1.9897, 0.7859, 0.9151], [1.4201, 0.5439, -0.3458], [-0.9252, 1.3713, -4.3088], [-1.9975, 0.3062, -3.3643], [-0.4678, -0.3175, -4.0092], [-0.9563, 2.9417, -2.5091], [-0.4116, 2.4481, -0.8822], [-1.9579, 1.8586, -1.5058], [1.2033, 2.1488, -3.2932], [1.5223, 0.4098, -3.2473], [3.1871, 2.9710, -2.0179], [4.2603, 3.2140, 0.2073], [3.4242, 1.8585, 2.1021], [1.6184, 0.2526, 1.7832], [-2.3690, 6.0486, 3.5358], [-2.1478, 4.6013, 3.1907], [-3.2189, 3.7295, 3.0346], [-3.0125, 2.3875, 2.7439], [-1.7219, 1.9080, 2.6036], [-0.6375, 2.7619, 2.7583], [-0.8557, 4.0973, 3.0467], [-1.4202, 0.2171, 2.1713], [-2.6471, -0.5106, 2.4762], [-0.2598, -0.2128, 2.9177], [-1.1601, 0.2954, 0.7148], [-3.3932, 6.3540, 3.3238], [-1.6966, 6.6958, 2.9717], [-2.1816, 6.2286, 4.5966], [-4.2304, 4.1027, 3.1466], [-3.8491, 1.7085, 2.6461], [0.3672, 2.3757, 2.6441], [-0.0079, 4.7629, 3.1629], [1.0220, -4.1736, -3.4428], [0.2638, -2.7627, -2.8267], [1.0151, -1.9088, -2.2140], [2.3460, -2.3458, -2.2105], [3.4460, -1.6838, -1.6560], [4.6860, -2.2788, -1.7455], [4.8594, -3.5185, -2.3741], [3.7880, -4.1840, -2.9273], [2.5330, -3.5839, -2.8386], [-0.7997, -2.6043, -2.9505], [3.3169, -0.7308, -1.1653], [5.5428, -1.7745, -1.3187], [5.8467, -3.9580, -2.4283], [3.9153, -5.1409, -3.4152]],
  "forces_ev_per_a": [[0.1, -0.3, 0.1], [0.0, 0.0, 0.0], [-0.1, -0.1, 0.1], [0.2, -0.2, -0.1], [0.1, 0.2, 0.0], [0.0, 0.1, 0.0], [-0.1, 0.1, -0.1], [0.0, 0.0, 0.0], [0.0, 0.0, 0.0], [0.0, 0.0, 0.0], [0.0, -0.1, 0.0], [0.1, 0.3, 0.1], [0.0, 0.0, 0.0], [0.0, 0.1, 0.1], [0.0, 0.0, 0.0], [0.0, -0.1, 0.0], [0.0, -0.1, 0.0], [0.0, 0.0, 0.1], [0.0, 0.0, 0.0], [0.0, 0.0, 0.0], [0.0, 0.0, 0.0], [0.1, 0.1, 0.0], [0.0, 0.1, 0.0], [0.0, -0.2, 0.0], [0.0, 0.0, 0.0], [0.0, 0.0, 0.0], [0.0, -0.1, 0.0], [0.0, 0.0, 0.0], [0.0, 0.0, 0.0], [0.0, 0.0, 0.0], [0.1, -0.1, -0.1], [0.4, 0.1, 0.3], [0.0, 0.0, 0.0], [0.0, 0.0, 0.0], [0.0, 0.0, 0.0], [0.0, 0.0, 0.0], [0.0, 0.0, 0.0], [0.0, 0.0, 0.0], [0.0, 0.0, 0.0], [0.0, 0.0, 0.0], [0.0, 0.0, 0.0], [0.0, 0.0, 0.0], [0.0, 0.0, 0.0], [0.0, 0.0, 0.0], [0.0, 0.0, 0.0], [0.0, 0.0, 0.0], [0.0, 0.0, 0.0], [0.0, 0.0, 0.0], [0.0, 0.0, 0.0], [0.0, 0.0, -0.1], [0.0, 0.0, 0.0], [0.2, -0.1, 0.1], [-0.1, 0.0, -0.2], [-0.1, -0.1, 0.1], [-0.5, 0.0, -0.4], [0.0, 0.0, 0.0], [0.0, 0.0, 0.0], [0.0, 0.0, 0.0], [0.0, 0.0, 0.0], [0.0, 0.0, 0.0], [0.0, 0.0, 0.0], [0.0, 0.0, 0.0], [0.0, 0.0, 0.0], [-0.1, 0.1, -0.1], [-0.2, 0.2, 0.2], [-0.1, 0.0, 0.0], [0.0, 0.0, 0.0], [0.0, 0.0, 0.0], [0.0, 0.0, 0.0], [0.0, 0.0, 0.0], [0.1, 0.0, 0.0], [0.0, 0.0, 0.1], [0.0, 0.1, 0.0], [0.0, 0.0, 0.0], [0.0, 0.0, 0.0], [0.0, 0.0, 0.0]],
  "e_lumo_ev": [0.4, 0.4],
  "multiplicity": 1,
  "homo_energy_ev": [-7.429, -7.402],
  "homo_lumo_gap_ev": [7.780, 7.759],
  "total_charge": 0
}



Entry 2:
{
  "formula": "C24H9Br2F4N7O3Pd",
  "method": "ωB97M-V/def2-TZVPD",
  "species": ["Pd", "C", "C", "C", "C", "C", "C", "Br", "C", "C", "Br", "C", "O", "C", "N", "H", "H", "H", "H", "H", "H", "C", "C", "N", "H", "H", "H", "F", "C", "C", "F", "C", "C", "C", "F", "C", "C", "C", "N", "C", "N", "F", "C", "C", "N", "C", "N", "O", "N", "O"],
  "positions_angstrom": [[-1.1187, -0.0444, -0.7483], [-3.1960, -2.3193, -0.4870], [-1.7928, -2.8459, -0.4606], [-1.4804, -4.1874, -0.2856], [-0.1917, -4.5421, 0.0721], [0.7935, -3.5706, 0.2487], [2.1151, -3.8409, 0.8216], [2.5314, -5.6148, 1.3214], [2.9973, -2.8650, 1.0475], [2.6562, -1.5221, 0.6078], [5.2749, -1.1032, -0.5399], [1.3310, -1.0499, 0.0980], [0.6896, 0.0973, 0.3214], [0.4397, -2.2497, -0.0462], [-0.8135, -1.9468, -0.3771], [-3.9144, -3.1357, -0.5257], [-3.8748, -1.8391, -2.4029], [-3.3621, -1.7521, 0.4303], [-2.2568, -4.9350, -0.3642], [0.0452, -5.5785, 0.2665], [3.9477, -3.0490, 1.5279], [-4.9150, 1.6827, 0.9340], [-3.6989, 0.9913, 1.3319], [-2.7456, 0.4302, 1.6419], [-4.6624, 2.5419, 0.3158], [-5.4546, 2.0162, 1.8185], [-5.5103, 0.9909, 0.3408], [2.0178, 5.3077, 0.9831], [2.1524, 4.1894, 0.2827], [3.1219, 3.3022, 0.5550], [3.9838, 3.5414, 1.5280], [3.1719, 1.9964, -0.1086], [2.4647, 1.9521, -1.3837], [1.4522, 2.7842, -1.5983], [0.7570, 2.7564, -2.7332], [1.0729, 3.7766, -0.5959], [-0.2414, 4.1106, -0.4410], [-1.1056, 3.0384, -0.8356], [-1.3975, 1.9641, -1.1069], [-0.7568, 5.1597, 0.3790], [-1.2103, 6.0188, 0.9916], [2.8395, 1.0628, -2.2829], [3.6071, 0.8751, 0.4830], [3.5035, -0.5309, -0.0443], [2.4821, -1.1527, -0.8801], [4.1999, 0.8744, 1.7940], [4.6622, 0.7704, 2.8402], [-4.5662, -0.5800, -1.1125], [-3.5841, -1.3305, -1.5573], [-2.4608, -0.6455, -2.0650]],
  "forces_ev_per_a": [[0.2, -0.2, -0.1], [-0.1, -0.1, 0.0], [0.1, -0.1, 0.1], [0.0, 0.1, 0.0], [-0.1, 0.0, 0.0], [0.1, 0.0, 0.0], [0.0, 0.0, 0.0], [0.0, 0.0, 0.0], [-0.1, -0.1, 0.0], [0.1, -0.1, 0.1], [0.1, -0.1, 0.0], [-0.1, -0.1, -0.1], [0.0, 0.0, 0.0], [-0.1, -0.1, 0.0], [-0.1, 0.1, -0.1], [0.0, 0.0, 0.0], [0.0, -0.1, 0.1], [0.0, 0.0, 0.0], [0.0, 0.0, 0.0], [0.0, 0.0, 0.0], [0.0, 0.0, 0.0], [0.0, 0.0, 0.0], [0.0, -0.1, 0.0], [0.0, 0.0, 0.1], [0.0, 0.0, 0.0], [0.0, 0.0, 0.0], [0.0, 0.0, 0.0], [0.0, 0.0, 0.0], [-0.2, -0.1, 0.0], [0.0, 0.0, 0.0], [0.0, 0.0, 0.0], [-0.2, 0.1, -0.1], [0.2, -0.1, 0.1], [-0.1, 0.1, 0.0], [0.0, 0.0, 0.0], [0.2, -0.1, -0.1], [-0.3, 0.0, 0.2], [0.4, 0.1, -0.3], [-0.3, 0.0, 0.2], [0.1, 0.0, -0.1], [0.0, 0.0, 0.0], [0.0, 0.1, 0.0], [0.1, -0.1, 0.1], [-0.1, 0.2, -0.1], [0.1, 0.0, 0.2], [0.0, 0.1, 0.0], [0.0, 0.0, 0.0], [-0.1, 0.0, 0.0], [0.0, 0.0, -0.1], [0.0, 0.2, 0.1]],
  "e_lumo_ev": -2.6,
  "multiplicity": 1,
  "homo_energy_ev": -8.886,
  "homo_lumo_gap_ev": 6.252,
  "relative_energy_ev": 3.4461,
  "total_charge": 0
}



Number 1: F_max 0.59 eV/Å. Number 2: F_max 0.50 eV/Å.